Formula: C22H76N10O16
Source: the OMol25 dataset
Level of theory: the ωB97M-V functional and the def2-TZVPD basis

Properties
Largest force on an atom: 9.38 eV/Å
Net charge: 0
ΔE to the lowest compared entry with this formula, charge and spin: 1.969 eV
HOMO energy: -9.26 eV
E_LUMO: 0.0 eV
HOMO-LUMO gap: 9.25 eV

Last columns: bonded neighbours and bond lengths (Å).
CARTESIAN COORDINATES (ANGSTROEM)
1 O 5.0414 -0.4738 -2.8166  C35 1.405, H92 0.949
2 O 1.7917 4.8855 -0.2205  C47 1.408, H103 0.970
3 O -2.9081 4.7390 3.3828  C42 1.375
4 O -1.3260 4.2104 -2.0363  C29 1.363
5 O -5.0913 0.9972 -0.8588  C37 1.423
6 O -1.5396 0.1011 2.8794  C39 1.410, H76 0.956
7 O -2.6081 -3.1308 0.9681  C45 1.362
8 O 0.7656 1.5323 3.8000  C36 1.369
9 O 5.0367 2.1347 0.6157  C34 1.414, H114 0.969
10 O 0.1267 -3.6242 3.0192  C43 1.369, H78 0.949
11 O 4.1520 -2.5433 -0.1208  C33 1.410, H57 0.944
12 O 0.1176 1.0156 0.8103  C32 1.337, H110 1.010
13 O 1.5983 3.8196 -3.4223  C27 1.407, H85 0.966
14 O -1.7172 0.1473 -2.8665  C44 1.406, H61 0.975
15 O -0.5045 -5.6650 1.2717  C31 1.379, H67 0.985
16 O 0.8590 -0.8120 -3.7058  C30 1.488, H63 0.944
17 N -3.4435 -2.7747 -1.2166  C45 1.316, H72 1.024, H102 1.022
18 N -4.1363 -0.8319 0.2493  C37 1.316, H80 1.056, H123 0.999
19 N -3.3195 2.7370 2.2767  C42 1.312, H50 1.031, H66 1.017
20 N 2.8712 0.6568 4.5223  C36 1.294, H94 1.089, H109 1.047
21 N -2.7687 0.8454 -0.0824  C37 1.298, H51 0.955, H74 1.041
22 N -2.7483 3.4698 -0.3072  C29 1.340, H56 1.023, H93 1.027
23 N -0.6786 3.8287 0.2064  C29 1.279, H52 1.044, H99 1.075
24 N -1.1584 3.2765 2.8236  C42 1.350, H59 1.009, H113 1.029
25 N 2.1072 -0.0540 2.7016  C36 1.295, H70 1.051, H105 1.026
26 N -2.3025 -4.5961 -0.8129  C45 1.300, H69 1.024, H73 1.025
27 C 1.1131 2.6780 -2.7579  O13 1.407, H54 1.062, H90 1.078, H101 1.128
28 C 0.2445 -1.0947 -0.2730  C32 1.495, H62 1.099, H96 1.071, H122 1.061
29 C -1.5408 3.8591 -0.7372  O4 1.363, N22 1.340, N23 1.279
30 C 0.9510 -0.7987 -5.1912  O16 1.488, H68 1.067, H98 1.114, H121 1.105
31 C 0.6172 -5.9521 0.5234  O15 1.379, C41 1.538, H58 1.087, H124 1.052
32 C 0.6302 0.3495 -0.2291  O12 1.337, C28 1.495, H97 1.036, H104 1.086
33 C 2.9898 -2.6437 -0.9126  O11 1.410, H49 1.113, H81 1.089, H100 1.060
34 C 3.8425 1.6034 0.0760  O9 1.414, H60 1.079, H64 1.125, H84 1.078
35 C 4.0237 0.3995 -3.2346  O1 1.405, C38 1.536, H77 1.102, H117 1.065
36 C 1.8907 0.7603 3.6849  O8 1.369, N20 1.294, N25 1.295
37 C -3.9648 0.3716 -0.2556  O5 1.423, N18 1.316, N21 1.298
38 C 4.6810 1.7309 -3.6272  C35 1.536, H87 1.071, H111 1.119, H116 1.049
39 C -2.4013 -0.0718 3.9821  O6 1.410, C40 1.507, H83 1.042, H88 1.053
40 C -3.6604 -0.6477 3.3867  C39 1.507, H75 1.072, H106 1.104, H118 1.095
41 C 0.4410 -5.1043 -0.7479  C31 1.538, H55 1.059, H82 1.088, H107 1.125
42 C -2.4837 3.5138 2.9252  O3 1.375, N19 1.312, N24 1.350
43 C -0.7460 -2.8596 3.7468  O10 1.369, C46 1.506, H71 1.042, H108 1.101
44 C -2.3666 1.1094 -3.6594  O14 1.406, C48 1.546, H86 1.081, H112 1.081
45 C -2.7373 -3.4639 -0.3459  O7 1.362, N17 1.316, N26 1.300
46 C -1.1819 -3.5081 5.0342  C43 1.506, H79 1.044, H89 1.048, H91 1.126
47 C 2.2202 4.5836 1.0866  O2 1.408, H95 1.076, H115 1.094, H119 1.115
48 C -2.3421 0.6652 -5.1397  C44 1.546, H53 1.123, H65 1.151, H120 1.058
49 H 3.1489 -3.3859 -1.7271  C33 1.113
50 H -4.2300 3.2203 2.2619  N19 1.031
51 H -2.0718 0.4842 0.4625  N21 0.955
52 H 0.2871 4.1148 -0.0671  N23 1.044
53 H -2.9540 1.2996 -5.8362  C48 1.123
54 H 1.7957 1.8769 -2.9024  C27 1.062
55 H 1.3675 -5.1000 -1.2601  C41 1.059
56 H -3.4872 3.4232 -1.0137  N22 1.023
57 H 4.9585 -2.5861 -0.6101  O11 0.944
58 H 0.6885 -7.0121 0.2937  C31 1.087
59 H -0.4652 3.7936 3.3433  N24 1.009
60 H 3.9467 0.5315 0.0179  C34 1.079
61 H -2.0440 0.3691 -1.9753  O14 0.975
62 H -0.8478 -1.1952 -0.2040  C28 1.099
63 H 0.2623 -0.1513 -3.3905  O16 0.944
64 H 2.9933 1.8424 0.7748  C34 1.125
65 H -2.7363 -0.4099 -5.2601  C48 1.151
66 H -3.0967 1.7659 2.0730  N19 1.017
67 H -0.2337 -6.1112 2.1072  O15 0.985
68 H 1.7999 -1.3952 -5.4408  C30 1.067
69 H -1.6578 -5.2343 -0.3380  N26 1.024
70 H 2.8895 -0.7472 2.5897  N25 1.051
71 H -0.2231 -2.0177 4.0679  C43 1.042
72 H -3.7481 -1.9407 -0.7064  N17 1.024
73 H -2.3683 -4.6726 -1.8329  N26 1.025
74 H -2.6857 1.8556 -0.3200  N21 1.041
75 H -4.3328 -0.8401 4.1995  C40 1.072
76 H -0.6378 0.0429 3.1902  O6 0.956
77 H 3.4657 -0.1300 -4.0235  C35 1.102
78 H -0.2836 -3.9384 2.2229  O10 0.949
79 H -1.5949 -4.4521 4.8660  C46 1.044
80 H -3.4974 -1.1920 1.0086  N18 1.056
81 H 2.1675 -2.9421 -0.2634  C33 1.089
82 H -0.0057 -4.1401 -0.5159  C41 1.088
83 H -2.6492 0.8395 4.4223  C39 1.042
84 H 3.7245 2.0242 -0.9097  C34 1.078
85 H 1.0928 4.6384 -3.3421  O13 0.966
86 H -1.7831 2.0190 -3.6650  C44 1.081
87 H 5.3041 2.0705 -2.8256  C38 1.071
88 H -2.1941 -0.7573 4.7547  C39 1.053
89 H -0.2769 -3.7125 5.5222  C46 1.048
90 H 1.1205 2.9771 -1.7219  C27 1.078
91 H -1.8629 -2.8748 5.6683  C46 1.126
92 H 5.5913 0.0395 -2.2375  O1 0.949
93 H -2.9214 3.3573 0.6993  N22 1.027
94 H 3.5742 -0.1705 4.4342  N20 1.089
95 H 1.5664 3.8318 1.4931  C47 1.076
96 H 0.6948 -1.6437 -1.0751  C28 1.071
97 H 0.2310 0.7358 -1.1032  C32 1.036
98 H 0.0415 -1.2794 -5.6183  C30 1.114
99 H -0.8252 3.6508 1.2563  N23 1.075
100 H 2.7433 -1.6768 -1.2711  C33 1.060
101 H 0.0577 2.4082 -3.0511  C27 1.128
102 H -3.0942 -2.6291 -2.1655  N17 1.022
103 H 2.1349 5.6985 -0.6222  O2 0.970
104 H 1.6728 0.4825 -0.5026  C32 1.086
105 H 1.3927 0.0158 1.9691  N25 1.026
106 H -3.3837 -1.4885 2.7277  C40 1.104
107 H -0.2194 -5.6232 -1.4962  C41 1.125
108 H -1.5778 -2.4100 3.1818  C43 1.101
109 H 2.9615 1.2317 5.3927  N20 1.047
110 H -0.0786 1.9698 0.5430  O12 1.010
111 H 5.3537 1.5273 -4.4986  C38 1.119
112 H -3.4250 1.2298 -3.4781  C44 1.081
113 H -0.8860 2.3011 3.0030  N24 1.029
114 H 5.7428 1.5089 0.3946  O9 0.969
115 H 3.2039 4.1066 1.0330  C47 1.094
116 H 4.0605 2.5086 -3.9586  C38 1.049
117 H 3.3268 0.4265 -2.4297  C35 1.065
118 H -4.1647 0.1163 2.7859  C40 1.095
119 H 2.2280 5.5537 1.6359  C47 1.115
120 H -1.3444 0.7136 -5.4893  C48 1.058
121 H 0.8979 0.2536 -5.5243  C30 1.105
122 H 0.5421 -1.5854 0.6198  C28 1.061
123 H -5.1089 -1.0611 0.2693  N18 0.999
124 H 1.5297 -5.7206 0.9933  C31 1.052